{
  "formula": "C3H11O",
  "method": "ωB97M-V with the def2-TZVPD basis set",
  "charge": 1,
  "homo_ev": -15.167,
  "de_lowest_kj_mol": 72.5,
  "elements": ["O", "H", "H", "H", "C", "C", "C", "H", "H", "H", "H", "H", "H", "H", "H"],
  "positions_angstrom": [[2.470, -0.848, 0.155], [3.197, -1.145, 0.718], [2.580, -1.189, -0.773], [1.543, -0.785, 0.554], [-0.679, 1.348, 0.798], [-1.432, 0.488, -0.323], [-0.713, -0.772, -0.769], [-0.380, 0.666, 1.608], [-1.369, 2.094, 1.155], [0.236, 1.987, 0.328], [-1.651, 1.198, -1.131], [-2.379, 0.265, 0.135], [-1.203, -1.360, -1.482], [0.374, -0.486, -1.151], [-0.594, -1.460, 0.178]]
}


{
  "formula": "C33H34BrGaN3O4",
  "method": "ωB97M-V with the def2-TZVPD basis set",
  "charge": 1,
  "homo_ev": -10.891,
  "de_lowest_kj_mol": 436.8,
  "elements": ["Ga", "C", "O", "C", "C", "C", "Br", "C", "C", "C", "O", "C", "N", "C", "C", "C", "C", "C", "C", "N", "H", "H", "H", "H", "H", "H", "H", "H", "H", "H", "H", "C", "C", "C", "C", "C", "C", "C", "C", "N", "C", "C", "C", "C", "H", "H", "H", "H", "H", "H", "H", "H", "H", "H", "H", "H", "H", "H", "H", "H", "H", "H", "O", "C", "O", "C", "C", "C", "C", "C", "C", "H", "H", "H", "H", "H"],
  "positions_angstrom": [[0.500, -2.972, -0.248], [3.604, 1.987, -0.684], [2.463, 1.277, -1.164], [1.217, 1.843, -0.847], [1.080, 3.193, -1.500], [-0.082, 3.837, -1.649], [-0.109, 5.524, -2.499], [-1.367, 3.390, -1.179], [-1.795, 2.172, -0.733], [-1.004, 0.982, -0.846], [-1.583, -0.115, -0.435], [-3.190, 2.139, -0.226], [-4.009, 3.125, -0.464], [-5.186, 2.784, 0.179], [-6.396, 3.477, 0.250], [-7.417, 2.898, 0.969], [-7.252, 1.654, 1.609], [-6.066, 0.955, 1.546], [-5.039, 1.549, 0.817], [-3.748, 1.146, 0.532], [3.455, 2.339, 0.338], [3.857, 2.828, -1.332], [4.427, 1.277, -0.699], [1.984, 3.661, -1.867], [-2.139, 4.154, -1.145], [-0.942, -0.862, -0.383], [-6.516, 4.431, -0.245], [-8.368, 3.404, 1.048], [-8.083, 1.238, 2.162], [-5.950, -0.001, 2.038], [-3.285, 0.327, 0.877], [-0.049, 4.062, 3.564], [0.431, 2.866, 2.792], [0.728, 1.668, 3.424], [1.192, 0.559, 2.718], [1.509, -0.729, 3.424], [1.342, 0.668, 1.344], [1.032, 1.857, 0.683], [0.594, 2.951, 1.408], [0.233, 0.865, -1.403], [0.276, 0.335, -2.861], [0.217, 1.492, -3.853], [-0.940, -0.561, -3.109], [1.530, -0.503, -3.102], [-0.108, 3.849, 4.630], [-1.041, 4.368, 3.227], [0.621, 4.911, 3.425], [0.611, 1.597, 4.499], [1.701, -0.565, 4.483], [2.385, -1.212, 2.992], [0.673, -1.429, 3.353], [1.731, -0.166, 0.771], [0.382, 3.892, 0.918], [-0.660, 2.122, -3.703], [0.152, 1.071, -4.857], [1.113, 2.110, -3.811], [-1.888, -0.023, -3.046], [-0.973, -1.422, -2.443], [-0.854, -0.944, -4.123], [2.434, 0.091, -3.097], [1.434, -0.978, -4.079], [1.630, -1.287, -2.351], [0.850, -6.323, -1.334], [1.617, -5.772, -0.592], [1.419, -4.493, -0.202], [2.839, -6.402, -0.026], [3.733, -5.706, 0.779], [4.858, -6.343, 1.276], [5.090, -7.678, 0.972], [4.198, -8.377, 0.169], [3.075, -7.741, -0.331], [3.548, -4.667, 1.015], [5.555, -5.802, 1.901], [5.968, -8.175, 1.361], [4.379, -9.416, -0.066], [2.368, -8.265, -0.959]]
}


{
  "formula": "C27H21FN5SY",
  "method": "ωB97M-V with the def2-TZVPD basis set",
  "charge": 0,
  "homo_ev": [-7.777, -7.647],
  "de_lowest_kj_mol": 109.7,
  "elements": ["Y", "S", "C", "N", "N", "C", "C", "C", "C", "C", "C", "N", "N", "C", "C", "C", "C", "C", "C", "H", "H", "H", "H", "H", "H", "H", "H", "H", "H", "H", "C", "C", "C", "C", "C", "C", "C", "C", "N", "H", "H", "H", "H", "H", "H", "F", "C", "C", "C", "C", "C", "C", "H", "H", "H", "H"],
  "positions_angstrom": [[-0.031, -0.127, -0.044], [0.523, -1.551, 2.136], [-0.142, -0.385, 3.244], [-0.308, -0.862, 4.462], [-0.462, -0.149, 5.542], [-0.035, 1.140, 5.845], [1.015, 1.754, 5.163], [1.425, 3.015, 5.538], [0.804, 3.676, 6.588], [-0.213, 3.052, 7.293], [-0.628, 1.784, 6.932], [-0.575, 0.855, 2.978], [-0.768, 1.246, 1.752], [-1.406, 2.469, 1.599], [-1.899, 3.233, 2.665], [-2.496, 4.452, 2.418], [-2.607, 4.936, 1.121], [-2.129, 4.180, 0.058], [-1.546, 2.953, 0.290], [-0.867, -0.671, 6.315], [1.512, 1.235, 4.357], [2.241, 3.483, 5.009], [1.131, 4.666, 6.859], [-0.675, 3.553, 8.130], [-1.419, 1.287, 7.476], [-1.804, 2.847, 3.671], [-2.876, 5.041, 3.243], [-3.066, 5.896, 0.936], [-2.212, 4.552, -0.952], [-1.180, 2.341, -0.536], [1.812, 0.898, -1.124], [2.151, 1.984, -0.213], [2.926, 1.746, 0.941], [3.295, 2.770, 1.777], [2.897, 4.084, 1.499], [2.100, 4.338, 0.378], [1.737, 3.308, -0.457], [3.323, 5.141, 2.325], [3.679, 5.999, 3.002], [2.617, 0.154, -1.182], [1.568, 1.269, -2.126], [3.252, 0.733, 1.153], [3.912, 2.575, 2.644], [1.793, 5.352, 0.164], [1.147, 3.519, -1.340], [-4.365, -2.165, -4.346], [-3.462, -1.716, -3.444], [-2.127, -2.025, -3.610], [-1.214, -1.558, -2.679], [-1.584, -0.782, -1.566], [-2.956, -0.499, -1.458], [-3.892, -0.954, -2.376], [-1.813, -2.622, -4.453], [-0.168, -1.813, -2.834], [-3.322, 0.102, -0.625], [-4.942, -0.728, -2.270]]
}


{
  "formula": "C4H6O2",
  "method": "ωB97M-V with the def2-TZVPD basis set",
  "charge": 0,
  "smiles": "C1=CC1.O=CO",
  "homo_ev": -9.824,
  "de_lowest_kj_mol": 279.0,
  "elements": ["C", "C", "C", "H", "H", "H", "H", "O", "C", "O", "H", "H"],
  "positions_angstrom": [[0.766, 0.846, 0.400], [0.057, 0.624, 1.461], [1.470, 0.123, 1.509], [0.827, 1.205, -0.613], [-0.877, 0.713, 1.993], [1.673, -0.945, 1.416], [2.211, 0.649, 2.112], [-0.436, 0.192, -2.357], [-1.278, -0.620, -2.068], [-1.537, -1.070, -0.840], [-1.949, -1.100, -2.793], [-0.927, -0.618, -0.220]]
}